Record 1
Below is a structure of composition C33H23IIrN7O6S in a non-equilibrium geometry, with properties calculated with ωB97M-V with the def2-TZVPD basis set.

The geometry in XYZ format:
```
72
Properties=species:S:1:pos:R:3:forces:R:3
Ir 0.220088 0.657225 -0.283992 -1.06 -0.25 -0.01
O -5.579936 -0.968777 2.124051 -0.36 -0.16 -0.77
C -4.615513 -0.863836 2.855110 -0.18 0.05 0.17
O -4.411142 -0.697094 4.041172 0.54 0.06 0.71
C -3.241578 -0.956060 2.029253 0.00 0.03 0.06
C -2.033245 -0.805475 2.684042 0.61 0.02 0.04
C -0.870647 -0.788912 1.922862 -0.77 -0.08 0.72
N -0.930975 -0.832350 0.564318 0.33 0.69 -0.52
C -2.112692 -1.030731 -0.062505 -0.99 -0.18 0.38
C -3.295367 -1.118357 0.650775 0.28 -0.03 -0.80
C -1.999907 -1.003666 -1.520132 -0.24 -0.01 -0.37
C -2.996096 -1.449849 -2.386029 0.26 0.02 0.11
C -2.815815 -1.303874 -3.749688 0.24 0.13 0.07
C -1.649000 -0.715248 -4.212637 0.03 -0.07 0.15
C -0.694157 -0.302841 -3.290756 0.06 0.03 -0.59
N -0.861893 -0.448650 -1.987442 0.26 0.20 0.75
C 0.490595 -0.643318 2.415890 0.54 0.07 0.26
C 0.880940 -0.636051 3.757410 -0.03 -0.04 -0.23
C 2.204595 -0.387876 4.071643 0.01 0.06 -0.21
C 3.118192 -0.162211 3.050375 -0.12 -0.07 -0.12
C 2.664705 -0.211738 1.739487 0.49 0.01 0.37
N 1.399644 -0.430672 1.437934 -0.43 -0.12 0.15
H -2.023673 -0.681796 3.753492 0.11 -0.05 0.12
H -4.253530 -1.244918 0.173474 0.04 -0.02 -0.14
H -3.895250 -1.902702 -1.999933 -0.05 -0.05 0.10
H -3.572902 -1.637507 -4.443030 -0.08 -0.02 -0.03
H -1.479965 -0.576854 -5.268784 0.07 0.07 -0.04
H 0.221511 0.182381 -3.603477 0.02 0.03 0.03
H 0.159155 -0.795120 4.540694 -0.14 -0.09 0.07
H 2.527922 -0.359994 5.101385 -0.03 0.01 0.10
H 4.149797 0.066937 3.259266 0.13 -0.04 0.00
H 3.339140 -0.047960 0.908654 0.02 0.08 -0.09
N 7.748943 -0.498749 -1.361651 0.28 -0.15 0.06
C 6.596353 0.219496 -1.556566 -0.41 0.13 0.06
C 5.545673 -0.325437 -2.303509 0.07 0.07 0.09
C 4.356506 0.359982 -2.435815 0.04 -0.07 -0.06
C 4.200837 1.595241 -1.832709 -0.68 0.33 -0.10
C 5.225745 2.155090 -1.090952 0.08 0.08 0.00
C 6.419069 1.471721 -0.953997 -0.03 -0.10 -0.04
S 2.634381 2.426811 -2.022775 -0.31 -0.21 -0.07
O 1.915870 1.770780 -3.086472 0.28 -0.13 0.10
O 2.812360 3.844684 -2.083103 0.22 -0.25 0.23
N 1.788687 1.979705 -0.665187 -0.42 -0.66 -1.35
C 1.783099 2.620173 0.501836 0.42 1.23 1.68
N 2.673629 3.532751 0.878120 0.27 -0.09 -0.58
C 2.527016 4.051712 2.080330 -0.19 0.03 0.35
C 1.522443 3.673448 2.964135 -0.04 -0.04 -0.22
C 0.644997 2.702581 2.505586 0.05 0.15 0.38
N 0.784526 2.181749 1.308641 0.27 -0.41 -1.24
H 7.924723 -1.268004 -1.986841 0.08 0.11 0.05
H 8.562079 0.001763 -1.044178 -0.01 -0.08 -0.09
H 5.676344 -1.289894 -2.771194 -0.02 -0.11 -0.07
H 3.539857 -0.034902 -3.017371 -0.06 -0.13 -0.10
H 5.074105 3.121882 -0.638546 0.03 0.15 0.10
H 7.229241 1.893942 -0.377025 0.05 0.09 0.07
H 3.256251 4.805736 2.347503 0.04 0.05 0.14
H 1.428030 4.105243 3.945612 -0.03 0.06 0.06
H -0.171780 2.330747 3.111048 -0.06 -0.03 0.02
I -7.455285 3.996278 -3.911368 0.30 -0.06 0.17
C -5.681958 3.624051 -2.825556 -0.41 0.09 -0.19
C -4.881734 4.683801 -2.440006 -0.08 0.20 -0.07
C -3.724135 4.438840 -1.725208 0.01 -0.17 0.04
C -3.375212 3.138815 -1.389796 0.34 -0.05 0.18
C -4.192159 2.084664 -1.779076 0.04 0.17 -0.01
C -5.348647 2.322991 -2.497742 -0.12 -0.07 -0.05
C -2.078360 2.888798 -0.620897 -0.77 0.84 -0.31
O -1.463394 3.828628 -0.155682 0.42 0.31 0.20
O -1.784754 1.654288 -0.563084 0.74 -1.55 0.13
H -5.152616 5.698263 -2.685385 -0.07 0.09 -0.09
H -3.078643 5.251834 -1.429574 0.07 0.02 0.09
H -3.926882 1.071519 -1.524733 0.12 -0.07 0.08
H -5.981852 1.500363 -2.791489 -0.09 -0.05 -0.05
```
Positions in Å, forces in eV/Å.

Computed properties:
calculated total energy	-2906.199890	Ha
ΔE to the lowest compared entry with this formula, charge and spin	1.663	eV
2S+1	5
LUMO (alpha / beta)	-0.02791 / -0.13421	Ha
gap between HOMO and LUMO (alpha / beta)	5.562 / 4.730	eV

Record 2
Below is an isolated molecule of C2H3ClO3S in a non-equilibrium geometry, with properties calculated with ωB97M-V with the def2-TZVPD basis set.

The geometry in XYZ format:
```
10
Properties=species:S:1:pos:R:3:forces:R:3
C -0.408569 0.553132 0.497876 -3.80 0.14 1.30
C 1.644760 -0.163072 -0.267444 2.70 1.64 -0.44
O -0.154624 1.293150 1.388370 0.71 -0.03 -0.30
O -2.169762 -0.070576 -1.468001 -0.77 0.01 0.79
O 0.209467 -0.224595 -0.290035 1.25 -1.30 -0.05
S -2.406373 0.275202 -0.054549 2.06 0.55 -1.05
Cl -2.831943 -1.417379 1.059422 0.22 -0.16 0.07
H 1.859331 0.023490 -1.371849 0.28 -0.40 1.63
H 2.298759 -1.035093 0.151953 -2.12 1.07 -0.77
H 1.958956 0.765737 0.354259 -0.53 -1.52 -1.17
```
Positions in Å, forces in eV/Å.

Computed properties:
calculated total energy	-1162.045618	Ha
ΔE to the lowest compared entry with this formula, charge and spin	0.587	eV
LUMO	-0.00023	Ha
gap between HOMO and LUMO	9.395	eV

Record 3
Below is a structure of composition C5H11NO5S in a non-equilibrium geometry, with properties calculated with ωB97M-V with the def2-TZVPD basis set.

The geometry in XYZ format:
```
23
Properties=species:S:1:pos:R:3:forces:R:3
C -1.159810 -2.337381 1.170599 -0.25 0.19 0.12
O -1.560065 -1.430154 0.156472 -0.02 -0.33 -0.08
C -0.573341 -1.110209 -0.788292 -0.08 0.10 0.09
C 0.025358 0.265332 -0.573290 -0.35 -0.66 0.60
C -0.947321 1.327639 -0.078825 -0.34 0.21 0.25
N -1.254656 1.289643 1.342738 -0.09 0.30 -0.20
C 0.894710 0.666471 -1.720940 0.55 -0.57 -0.04
O 1.665407 1.747381 -1.168301 0.00 0.17 0.21
S 2.264089 1.121388 0.189674 -0.82 -0.10 0.12
O 2.295295 2.035518 1.253516 -0.37 1.26 0.49
O 3.456073 0.464674 -0.143094 1.02 -1.21 -0.45
O 1.062242 0.088581 0.461580 0.55 0.44 -0.33
H -0.443980 -3.065281 0.810349 0.32 -0.09 -0.13
H -0.765270 -1.807285 2.031730 0.36 0.09 0.16
H -2.028356 -2.882538 1.511930 -0.37 -0.04 -0.06
H 0.254473 -1.810352 -0.777162 0.18 -0.36 0.11
H -1.017305 -1.182935 -1.778314 -0.22 0.25 -0.21
H -1.875998 1.276408 -0.636980 -0.16 -0.31 -0.36
H -0.523693 2.296823 -0.303912 0.11 0.30 -0.04
H -1.101283 0.378978 1.741336 -0.04 -0.06 0.09
H -0.697563 1.973366 1.832730 0.15 -0.19 0.15
H 0.444527 0.856942 -2.680349 -0.27 0.81 -0.04
H 1.586466 -0.163009 -1.853195 0.13 -0.21 -0.45
```
Positions in Å, forces in eV/Å.

Computed properties:
calculated total energy	-1026.205357	Ha
ΔE to the lowest compared entry with this formula, charge and spin	0.098	eV
LUMO	0.02175	Ha
gap between HOMO and LUMO	10.130	eV